The ion C8H6ClF3NO with charge -1, computed with the ωB97M-V functional and the def2-TZVPD basis.

Output
DFT total energy ... -1198.14622 Eh
Net charge ... -1
ΔE to the lowest compared entry with this formula, charge and spin ... 1.138 eV
Spin multiplicity ... 1
E_HOMO ... -3.50 eV
Gap between HOMO and LUMO ... 0.241 Eh
SMILES ... FC(F)(F)[N-]O[C@@H]1C=CC=C/C1=C\Cl

Each line ends with the natural charge from an NBO analysis.
Atoms and positions in Å:
C: 1.127 1.967 -1.553  -0.31
C: 1.442 1.077 -0.603  -0.11
C: -0.156 1.961 -2.169  -0.21
C: 0.506 0.032 -0.053  0.05
C: -1.127 1.081 -1.777  -0.23
C: -0.928 0.231 -0.675  -0.11
C: -1.770 -0.711 -0.199  -0.19
C: 0.484 -1.834 2.680  1.01
N: 1.050 -1.367 1.607  -0.56
O: 0.468 -0.125 1.304  -0.42
F: 0.391 -1.018 3.797  -0.40
F: -0.869 -2.242 2.596  -0.42
F: 1.188 -2.913 3.203  -0.37
Cl: -3.440 -0.715 -0.676  -0.06
H: 1.979 2.567 -1.797  0.21
H: 2.507 0.945 -0.157  0.21
H: -0.395 2.529 -3.154  0.20
H: 1.046 -0.832 -0.625  0.22
H: -2.113 0.855 -2.249  0.22
H: -1.389 -1.489 0.501  0.27

The ion C4H11N3O with charge +1, computed with the ωB97M-V functional and the def2-TZVPD basis.

Output
DFT total energy ... -398.03870 Eh
Net charge ... +1
ΔE to the lowest compared entry with this formula, charge and spin ... 6.014 eV
Expectation value of S² ... 1.3883
Spin multiplicity ... 2
E_HOMO (spin up / spin down) ... -14.70 / -15.43 eV
Gap between HOMO and LUMO (spin up / spin down) ... 0.214 / 0.302 Eh

Each line ends with the natural charge from an NBO analysis.
Atoms and positions in Å:
C: 1.294 -0.319 -0.221  -0.35
N: 0.413 -1.215 0.491  0.03
C: -0.500 -0.572 1.322  0.21
N: -1.346 -1.502 2.013  -0.67
O: -0.082 0.424 2.257  -0.59
C: 0.688 0.800 -1.113  -0.13
C: -0.298 0.086 -2.099  -0.60
N: 0.141 1.802 -0.248  -0.40
H: 1.865 -0.985 -0.875  0.25
H: 1.976 0.135 0.518  0.28
H: -1.250 0.012 0.672  0.33
H: -1.973 -1.000 2.640  0.40
H: -0.728 -2.095 2.572  0.40
H: 1.547 1.137 -1.717  0.27
H: 0.305 -0.619 -2.663  0.25
H: -0.860 0.719 -2.786  0.25
H: -1.000 -0.416 -1.467  0.20
H: -0.315 2.453 -0.907  0.36
H: 0.122 1.156 1.610  0.51

A structure of composition C38H44OP2Pt, computed with the ωB97M-V functional and the def2-TZVPD basis.

Output
DFT total energy ... -2350.58390 Eh
Net charge ... +2
ΔE to the lowest compared entry with this formula, charge and spin ... 7.013 eV
Expectation value of S² ... 6.0412
Spin multiplicity ... 5
E_HOMO (spin up / spin down) ... -12.11 / -13.87 eV
Gap between HOMO and LUMO (spin up / spin down) ... 0.196 / 0.197 Eh

Each line ends with the Löwdin spin population.
Atoms and positions in Å:
Pt: 0.434 -0.447 -0.580  0.77
C: 3.057 1.408 0.616  0.47
C: 1.835 2.077 0.789  0.09
C: 1.758 3.386 -0.075  0.01
C: 1.510 3.137 -1.571  0.02
C: 1.116 1.735 -1.943  0.13
C: 1.805 0.568 -1.746  0.06
C: 3.316 0.641 -1.774  0.05
C: 3.885 1.503 -0.583  0.07
C: -1.473 -1.682 -0.873  0.12
H: 3.560 1.060 1.512  0.02
H: 1.643 2.355 1.865  0.03
H: 2.718 3.979 -0.057  0.00
H: 0.969 4.058 0.324  0.00
H: 0.737 3.833 -1.898  0.00
H: 2.391 3.390 -2.195  0.01
H: 0.386 1.752 -2.755  0.00
H: 1.478 -0.451 -2.063  0.02
H: 3.742 1.075 -2.716  0.00
H: 3.729 -0.371 -1.720  0.00
H: 4.910 1.151 -0.367  0.00
H: 3.938 2.546 -0.944  0.02
H: -1.011 -2.671 -0.707  0.01
H: -1.923 -1.776 -1.879  0.01
H: -2.329 -1.612 -0.175  0.01
P: 0.218 0.884 1.481  0.43
P: -1.380 0.521 -1.814  0.04
C: -0.963 2.045 0.642  0.15
C: -1.419 1.980 -0.647  0.04
C: -0.694 0.901 3.116  0.02
C: -0.653 2.126 3.796  0.01
C: -1.273 2.287 5.047  0.00
C: -1.945 1.217 5.657  0.01
C: -2.009 -0.001 4.950  0.00
C: -1.428 -0.163 3.674  0.02
C: 1.604 -0.300 2.256  0.20
C: 2.316 -1.124 1.382  0.05
C: 3.496 -1.818 1.663  0.02
C: 4.056 -1.611 2.934  0.00
C: 3.411 -0.774 3.865  0.02
C: 2.179 -0.153 3.527  0.02
C: -3.144 0.472 -2.380  0.01
C: -4.121 0.665 -1.360  0.00
C: -5.459 0.811 -1.740  0.00
C: -5.847 0.792 -3.078  0.00
C: -4.887 0.571 -4.057  0.00
C: -3.539 0.377 -3.741  0.00
C: -0.547 -0.090 -3.437  0.00
C: -0.060 -1.414 -3.510  0.01
C: 0.636 -1.864 -4.639  0.00
C: 0.915 -0.988 -5.696  0.00
C: 0.481 0.337 -5.584  0.00
C: -0.349 0.758 -4.541  0.00
H: -1.276 2.929 1.250  0.01
H: -2.039 2.809 -1.018  0.00
H: -0.092 2.949 3.347  0.00
H: -1.181 3.242 5.574  0.00
H: -2.401 1.349 6.660  0.00
H: -2.532 -0.822 5.449  0.00
H: -1.491 -1.115 3.137  0.01
H: 2.025 -1.162 0.278  0.02
H: 3.969 -2.477 0.908  0.00
H: 5.001 -2.096 3.194  0.00
H: 3.859 -0.586 4.867  0.00
H: 1.674 0.504 4.244  0.00
H: -3.802 0.758 -0.305  0.00
H: -6.212 0.939 -0.977  0.00
H: -6.877 0.910 -3.363  0.00
H: -5.155 0.536 -5.106  0.00
H: -2.768 0.165 -4.498  0.00
H: -0.149 -2.132 -2.667  0.00
H: 0.984 -2.896 -4.659  0.00
H: 1.435 -1.356 -6.591  0.00
H: 0.757 1.092 -6.317  0.00
H: -0.793 1.765 -4.544  0.00
C: 0.415 -3.630 3.223  0.05
C: -0.151 -3.559 1.798  0.11
C: -1.466 -4.344 1.671  0.00
O: -0.268 -2.282 1.368  0.78
H: -0.347 -3.199 3.865  0.00
H: 1.329 -3.051 3.329  0.00
H: 0.605 -4.656 3.542  0.00
H: 0.576 -4.095 1.134  0.06
H: -2.156 -4.042 2.474  0.00
H: -1.939 -4.111 0.716  0.00
H: -1.311 -5.425 1.764  0.00

A structure of composition C3H5Br3Si, computed with the ωB97M-V functional and the def2-TZVPD basis.

Output
DFT total energy ... -8128.87802 Eh
ΔE to the lowest compared entry with this formula, charge and spin ... 2.167 eV
Spin multiplicity ... 1
E_HOMO ... -9.32 eV
Gap between HOMO and LUMO ... 0.282 Eh

Each line ends with the natural charge from an NBO analysis.
Atoms and positions in Å:
C: -1.254 -1.024 -0.616  -0.29
C: -0.421 0.010 -0.800  -0.48
C: 0.558 0.876 0.008  -0.65
Si: -0.574 0.937 -2.439  1.29
Br: 1.165 1.831 -3.497  -0.22
Br: -1.885 -0.188 -3.876  -0.26
Br: -2.243 3.385 -1.559  -0.51
H: -1.772 -1.398 -1.399  0.21
H: -1.382 -1.565 0.335  0.21
H: 0.287 1.849 0.216  0.25
H: 1.401 0.935 -0.539  0.22
H: 0.830 0.353 0.853  0.23